[1]
# C9H14AgF3GaNO2

A molecular structure, C9H14AgF3GaNO2 at a distorted geometry (wB97M-V/def2-TZVPD, OMol25).

Computed properties:
Energy, Eh: -2927.68639
LUMO energy, eV: -3.62
Net charge: 0
Kohn-Sham gap, eV: 4.392

Geometry as XYZ:
```
31
Properties=species:S:1:pos:R:3:forces:R:3
C -1.24285 3.11606 0.60990 -1.067 0.072 -0.105
C -1.35485 1.74963 1.00939 -1.559 -0.148 -1.937
C -1.85091 0.66206 0.00826 -1.007 1.902 1.764
Ga -0.43154 -0.71571 -0.59217 1.329 -1.080 0.077
C -0.15086 -2.28588 0.72377 -0.180 -0.850 -0.580
C 1.10479 -3.15557 0.22525 -0.208 -0.563 0.987
N 1.57941 -4.20585 0.84298 -1.376 2.175 -0.808
C 1.39661 0.07399 -1.11663 0.682 0.661 -0.163
C 1.84100 1.39844 -0.33261 0.596 -1.193 -1.015
C 2.03159 1.23081 1.23258 1.705 2.630 1.240
O 2.78967 2.02874 1.81191 -2.162 -2.087 -1.406
O 1.36406 0.26392 2.03406 -0.405 1.542 -1.489
C -1.20078 -1.59066 -2.33852 0.583 0.457 0.948
F -1.69180 -0.57511 -3.21342 0.160 -2.190 0.616
F -0.22136 -2.33501 -3.06606 -2.453 0.968 0.803
F -2.27474 -2.45492 -1.92325 1.511 1.155 -1.943
H -1.15599 4.00450 1.30351 0.924 -1.424 -0.600
H -1.17403 3.32800 -0.51779 0.029 -0.383 1.525
H -1.12756 1.40310 2.07434 -0.511 0.742 -1.577
H -2.37997 1.11640 -0.89728 1.003 -0.357 1.172
H -2.66488 0.06481 0.56039 1.416 0.521 -0.621
H -0.07282 -1.96797 1.80843 0.187 -0.539 -1.233
H -1.08624 -2.94694 0.61993 1.329 0.723 0.240
H 1.60722 -2.84002 -0.75465 -0.685 -0.529 1.383
H 0.97867 -4.32793 1.68386 0.510 -0.052 -0.449
H 2.25181 -0.67979 -0.97461 -1.335 0.910 -0.224
H 1.37050 0.31195 -2.23839 0.141 -0.205 1.512
H 1.16819 2.27903 -0.61889 0.761 -1.203 0.999
H 2.87647 1.68275 -0.73935 -1.379 -0.180 0.990
H 0.94628 0.78728 2.75653 0.935 -0.577 -0.362
Ag -3.22507 4.57985 0.01853 0.527 -0.898 0.255
```
Forces are in eV/Å.

***

[2]
# C9H14BeBr3ClF11MgN2O13PS2V

A molecular structure, C9H14BeBr3ClF11MgN2O13PS2V at a distorted geometry (wB97M-V/def2-TZVPD, OMol25).

Computed properties:
Energy, Eh: -13015.46438
LUMO energy, eV: -4.24
Net charge: -1
Kohn-Sham gap, eV: 1.524

Geometry as XYZ:
```
59
Properties=species:S:1:pos:R:3:forces:R:3
O 9.75038 -0.99756 0.96256 -1.048 3.395 -9.277
C 9.61644 -0.50833 -0.27247 1.944 -1.741 6.178
F 10.83284 0.12863 -0.89303 -4.552 -1.954 1.511
N 8.35195 -0.47382 -1.10164 -0.190 -1.284 2.374
C 7.44107 -1.65299 -0.84125 3.013 -7.069 -2.267
O 7.85840 -2.89947 -1.19345 -2.875 8.900 2.638
O 6.08505 -1.56923 -0.26809 1.254 1.519 -1.464
S 4.92226 -1.18413 -1.46380 1.047 2.537 -1.606
O 5.40380 0.19791 -2.05130 -2.683 -3.410 2.300
O 3.37133 -0.87964 -0.74356 1.808 0.870 -1.595
C 2.52849 -2.09282 -0.97679 -1.077 -3.254 0.852
C 0.97731 -1.91423 -0.46446 0.305 -0.338 -0.556
C 0.11314 -0.77126 -1.26031 -0.737 -1.878 0.566
F 0.91229 0.16109 -2.08819 -0.353 -1.322 1.676
Br -1.17170 -1.78806 -2.47572 1.252 1.378 1.011
C -0.84963 0.15043 -0.29005 -1.638 -0.323 -2.315
F -2.18439 -0.48900 -0.04670 4.525 2.111 0.235
F -0.19721 0.44697 1.02309 -1.321 -0.704 -1.351
Br -1.09829 1.92955 -1.25415 -0.161 -1.095 1.765
H 7.85533 0.44470 -1.04658 0.670 -0.908 -0.033
H 3.00904 -2.93003 -0.27423 -1.387 2.062 -1.234
H 2.60973 -2.51235 -2.06833 -0.212 1.523 1.691
H 1.01648 -1.78358 0.70083 0.678 0.113 -1.642
H 0.44232 -2.96267 -0.65676 1.319 2.428 0.148
O 2.60448 4.81303 -3.08911 -3.209 -0.179 0.995
V 0.91558 4.66784 -2.62775 0.214 -1.183 0.029
O -0.77324 4.52266 -2.16642 3.385 0.136 -0.907
F 2.41561 -1.89882 1.67224 -0.115 0.226 0.254
C -5.61708 -4.23427 0.61614 0.608 -0.068 -0.261
C -4.73100 -3.01880 0.68791 1.313 -0.973 -0.372
O -3.60812 -2.99308 0.18549 -0.968 0.305 0.489
N -5.21938 -1.91979 1.34141 -0.456 0.079 0.386
C -6.50291 -1.77329 1.98446 1.937 2.043 -3.262
H -5.10569 -5.03086 0.07073 0.096 0.291 0.086
H -5.84006 -4.59187 1.62482 -0.135 0.052 -0.246
H -6.54181 -3.98946 0.08712 0.307 -0.158 0.163
H -4.57545 -1.13739 1.35398 -0.385 0.084 -0.348
H -7.02782 -0.94071 1.50981 -0.130 -0.151 0.388
H -6.33045 -1.53926 3.03785 -0.471 0.119 2.163
H -7.11295 -2.67423 1.91002 -1.036 -1.469 0.610
Cl -6.41295 0.23119 3.80225 0.319 -0.406 -0.118
Mg -1.31295 1.63607 2.27298 -0.192 0.623 -0.291
Br -8.51295 -3.95679 1.47298 -0.956 0.188 0.273
F -1.90011 6.58482 3.88578 3.452 -2.532 4.187
P -2.41294 6.48270 2.41717 -0.416 1.888 -0.300
F -2.22562 7.35132 1.13638 -2.403 3.423 -3.856
F -3.15558 7.69538 3.05606 -3.756 4.286 -0.730
F -3.78546 6.02892 1.83372 -4.836 1.276 -2.352
F -2.48212 4.93794 2.61394 2.779 -6.214 1.923
F -0.92883 6.29813 1.97711 5.412 -2.787 1.100
O 0.53924 0.31767 5.40034 0.092 0.325 -0.375
H 1.37385 0.54378 5.83757 -0.266 -0.080 -0.124
H 0.74805 0.37079 4.45559 0.269 -0.345 0.388
Be 2.98705 0.97678 -2.04808 -0.512 -0.713 0.012
O 1.55567 -0.73719 -4.65699 0.566 -0.126 0.423
S 0.58704 0.03791 -5.45357 -0.301 -0.503 -0.607
O 0.69801 1.46672 -5.10801 -0.174 0.313 0.145
O -0.77881 -0.43361 -5.16124 0.156 0.426 0.112
O 0.87332 -0.14437 -6.88836 0.227 0.247 0.416
```
Forces are in eV/Å.

***

[3]
# C9H14BrKN5OS2

A molecular structure, C9H14BrKN5OS2 (wB97M-V/def2-TZVPD, OMol25).

Computed properties:
Energy, Eh: -4670.61249
LUMO energy, eV: -2.10
Net charge: +1
Kohn-Sham gap, eV: 9.050

Geometry as XYZ:
```
33
Properties=species:S:1:pos:R:3:forces:R:3
K 0.67207 -0.53958 0.65991 -0.044 -0.261 -0.157
O 1.77127 5.98445 1.85063 0.020 -0.169 -0.049
C 1.66652 4.67567 1.56311 -0.035 0.347 0.081
C 2.61449 3.96560 0.83074 -0.003 -0.053 0.000
C 2.38566 2.62664 0.60515 -0.064 -0.041 0.028
N 1.30209 1.96474 1.04439 0.297 0.605 0.022
C 0.43108 2.68240 1.73165 -0.096 -0.069 0.034
Br -1.11254 1.74424 2.34473 0.015 -0.002 0.016
C 0.53536 4.02166 2.03274 -0.015 -0.136 -0.012
H 2.57990 6.35035 1.47697 0.064 0.070 -0.014
H 3.50740 4.44160 0.44688 -0.014 0.002 0.011
H 3.10988 2.04990 0.04171 -0.044 -0.036 0.007
H -0.21587 4.54807 2.60188 0.012 -0.003 -0.017
S -0.93657 -1.21689 -1.65562 -0.301 -0.131 -0.506
C -1.38577 -1.88046 -3.14199 0.107 0.016 0.142
N -2.11955 -1.27418 -4.08084 -0.022 0.070 0.042
C -2.37766 -2.11131 -5.25036 0.055 -0.017 0.103
C -1.61817 -3.41388 -4.89716 -0.009 0.095 0.083
N -1.07045 -3.10429 -3.57891 0.036 -0.043 0.046
H -2.49181 -0.35474 -3.92683 -0.018 0.006 -0.053
H -1.98916 -1.64817 -6.15482 0.013 0.021 -0.023
H -3.44424 -2.28469 -5.37869 -0.033 -0.004 0.004
H -0.82352 -3.62706 -5.60917 0.026 0.000 -0.021
H -2.28354 -4.27355 -4.85008 -0.022 -0.022 -0.002
H -0.53332 -3.73144 -3.00850 0.003 -0.037 -0.033
N -0.84072 -2.36051 4.03109 0.050 -0.040 -0.134
C 0.46274 -2.05197 3.92350 0.030 -0.086 0.014
N 0.97118 -1.27180 4.88877 0.123 -0.019 -0.086
S 1.40970 -2.61475 2.63750 -0.103 -0.076 0.458
H -1.37651 -2.15011 4.85619 0.002 0.010 0.015
H -1.21379 -3.02724 3.37864 -0.017 -0.008 0.000
H 0.45316 -1.01857 5.71314 -0.024 -0.009 -0.009
H 1.96067 -1.10010 4.87362 0.010 0.020 0.010
```
Forces are in eV/Å.

***

[4]
# C9H14Cl16FNPS

5 unconnected molecules or ions with the total composition C9H14Cl16FNPS at a distorted geometry (wB97M-V/def2-TZVPD, OMol25).

Computed properties:
Energy, Eh: -8608.17310
LUMO energy, eV: -4.74
Net charge: +1
Kohn-Sham gap, eV: 7.857

Geometry as XYZ:
```
43
Properties=species:S:1:pos:R:3:forces:R:3
C -3.39399 -4.42552 -3.38635 0.544 -0.236 1.106
C -2.11732 -3.84162 -2.65403 0.043 -0.262 -1.254
C -1.23939 -2.95542 -3.63002 0.102 -1.528 1.046
N -2.02448 -1.69803 -3.85557 1.783 1.237 -0.069
S -0.98039 -0.43365 -4.38673 -1.530 -1.498 -0.598
F -1.57532 0.07261 -5.83799 0.262 -0.439 2.110
P -1.15332 1.30691 -3.14650 0.715 2.807 -0.054
C -2.69888 2.29495 -3.48352 -1.033 -0.237 0.565
C -0.96012 0.84722 -1.34921 -0.861 -1.590 0.157
H -3.10926 -5.42427 -3.79723 -0.356 0.915 0.006
H -3.79112 -3.75575 -4.17838 0.176 -0.486 0.603
H -4.15111 -4.62446 -2.58846 0.312 0.228 -0.908
H -2.35856 -3.24519 -1.74186 0.091 -0.370 -0.620
H -1.51404 -4.72374 -2.33322 -0.235 0.884 -0.078
H -1.02607 -3.49671 -4.58323 -0.367 0.624 0.656
H -0.26986 -2.77577 -3.09428 -0.701 0.129 -0.618
H -2.34240 -1.40485 -2.92273 -0.451 0.098 -0.540
H -2.88878 2.48395 -4.56445 0.424 -0.361 0.729
H -3.62802 1.89097 -3.01181 0.712 0.176 -0.457
H -2.52967 3.29558 -3.00505 0.218 -0.878 -0.357
H -0.06220 0.18136 -1.27642 -0.537 0.826 0.026
H -0.86105 1.74433 -0.68787 0.192 -0.448 -1.015
H -1.81148 0.25547 -0.92279 0.562 0.483 -0.427
C 0.92488 3.32832 1.87016 0.063 0.142 0.185
Cl 0.83653 3.92073 0.19744 0.004 -0.060 0.054
Cl -0.22235 1.98992 2.08378 -0.216 0.431 0.058
Cl 2.57351 2.76198 2.20997 -0.385 0.394 -0.103
Cl 0.50880 4.63955 2.98170 0.064 -0.220 -0.223
C 1.38597 -1.76437 1.01671 0.323 -0.056 0.301
Cl 2.09232 -2.08241 -0.58128 -0.102 0.040 0.049
Cl 1.94205 -0.19041 1.60565 0.175 -0.673 -0.277
Cl -0.38494 -1.74264 0.88215 -0.016 -0.088 0.052
Cl 1.87849 -3.03461 2.14585 -0.123 0.204 -0.225
C 5.92034 1.93237 4.81360 0.177 0.026 0.090
Cl 5.57891 2.02898 6.54948 -0.008 -0.022 -0.226
Cl 6.13995 3.56545 4.16029 -0.066 -0.182 0.054
Cl 7.39423 0.98484 4.55017 -0.198 0.120 0.027
Cl 4.55690 1.14950 3.99106 0.685 -0.067 -0.074
C 1.07102 2.18913 6.39243 -0.025 -0.009 0.100
Cl -0.65108 2.40809 6.02670 0.170 -0.006 0.018
Cl 1.25196 1.58042 8.04594 -0.020 0.071 -0.223
Cl 1.77656 1.02499 5.25575 -0.519 0.064 0.349
Cl 1.91277 3.74181 6.24017 -0.051 -0.184 0.008
```
Forces are in eV/Å.

***

[5]
# C9H14Cl2NO3

A gas-phase ion, C9H14Cl2NO3 (charge +1) at a distorted geometry (wB97M-V/def2-TZVPD, OMol25).

Computed properties:
Energy, Eh: -1551.76169
LUMO energy, eV: -3.53
Net charge: +1
Kohn-Sham gap, eV: 8.405

Geometry as XYZ:
```
29
Properties=species:S:1:pos:R:3:forces:R:3
C -1.02347 1.16922 -0.36187 -2.128 0.706 -0.217
C -1.69554 0.09807 0.01674 1.610 -0.348 0.375
C 0.37983 1.11381 -0.60508 2.101 -0.900 -0.026
C 1.26498 0.30445 0.55132 -3.469 1.644 -1.016
C 2.55860 -0.06707 0.01294 1.022 -0.647 1.080
C -3.65720 -1.13938 0.09079 -0.653 -3.419 -1.057
C -3.45040 0.90415 1.31929 -0.676 2.103 1.378
C 4.96690 0.27103 0.22318 -0.266 -1.977 2.771
C 1.66331 -1.79725 -1.45350 1.035 0.828 -2.817
N -3.15706 0.21322 0.12431 2.058 -2.171 0.589
O 0.95801 1.64463 -1.50031 0.479 0.192 -0.332
O 3.56206 0.53038 0.51473 0.177 0.813 0.288
O 2.76746 -0.99725 -0.81898 -0.424 -0.908 -1.046
Cl -1.77307 2.72385 -0.84433 0.218 -0.286 -0.053
Cl 1.18475 1.61252 1.71488 0.884 0.338 0.899
H 0.50960 -0.39305 0.94146 0.848 -0.819 -0.464
H -2.81099 -1.80098 0.40736 -0.965 0.627 -0.221
H -4.53369 -1.37265 0.69206 -0.021 0.704 0.332
H -3.96559 -1.46790 -0.94157 0.629 0.653 0.813
H -2.69287 1.70957 1.44522 -1.463 0.090 -0.171
H -4.54381 1.05730 1.41050 0.751 0.766 -0.224
H -3.22930 0.25227 2.07522 0.628 -1.787 2.191
H 5.48897 -0.04040 1.19127 -1.024 0.698 -1.236
H 5.40745 1.09227 -0.19947 0.721 2.379 -0.742
H 5.03973 -0.51766 -0.44672 0.077 -1.538 -1.223
H 1.10107 -2.25785 -0.68128 -0.292 -0.729 0.541
H 2.16415 -2.50012 -2.27319 -0.944 1.476 2.344
H 1.03379 -1.05935 -2.01344 0.485 -0.679 0.537
H -3.51768 0.71417 -0.59154 -1.397 2.190 -3.295
```
Forces are in eV/Å.

***

[6]
# C9H14Cl3N6O10V

A molecular structure, C9H14Cl3N6O10V at a distorted geometry (wB97M-V/def2-TZVPD, OMol25).

Computed properties:
Energy, Eh: -3756.59883
Spin multiplicity: 2
LUMO energy (spin up / spin down), eV: -3.96 / -3.38
Net charge: +1
Kohn-Sham gap (spin up / spin down), eV: 8.510 / 9.129

Geometry as XYZ:
```
43
Properties=species:S:1:pos:R:3:forces:R:3
V -0.53559 -0.51052 -0.38124 4.072 -0.103 -2.154
O 2.28366 -3.43734 1.35429 0.035 -0.181 0.146
C 1.22076 -2.69009 1.21510 -0.001 0.075 0.065
O 1.06941 -1.91632 0.28047 -0.390 0.142 -0.177
C 0.22438 -2.88822 2.33928 -0.071 0.235 0.009
O -0.73365 -1.86581 2.36817 -0.002 -0.102 0.038
C -0.29192 -0.66938 3.00552 0.104 0.227 -0.171
C 0.63610 0.10384 2.05517 0.374 -0.295 1.060
O 1.80717 0.27588 2.28942 -0.217 0.096 -0.193
O 0.02374 0.49665 0.96290 0.334 1.295 1.472
H 2.92385 -3.31509 0.63677 -0.074 0.084 -0.145
H 0.77339 -2.95932 3.28259 0.033 -0.071 -0.038
H -0.30132 -3.83013 2.16983 0.087 -0.037 -0.017
H 0.22677 -0.87204 3.94394 -0.028 -0.069 -0.026
H -1.19158 -0.08356 3.17801 0.004 0.042 0.089
N 1.42281 0.36917 -1.32040 -0.055 -0.107 0.212
N 0.99891 1.32042 -2.24289 0.087 0.019 -0.101
C -0.26297 1.77092 -2.21935 -0.330 0.228 0.058
N -0.59877 2.75060 -3.03647 0.223 0.017 -0.076
N -1.09214 1.16588 -1.34285 -0.171 0.169 -0.220
N -2.30436 1.74702 -1.01397 -0.466 0.567 0.027
O -2.78953 2.59815 -1.74147 0.073 -0.201 0.109
O -2.81836 1.35468 0.00860 0.247 -0.076 -0.313
H 2.07652 0.76326 -0.64885 -0.060 0.110 0.024
H 1.81654 -0.44222 -1.78602 -0.099 0.000 -0.145
H 1.65473 1.71333 -2.89874 0.052 -0.025 -0.036
H 0.09274 3.20384 -3.60949 0.032 0.016 0.039
H -1.53316 3.12580 -2.97546 -0.096 -0.041 -0.013
Cl -2.02904 2.78100 3.72592 0.020 0.022 -0.033
C -1.60781 4.22516 2.77827 -0.234 0.225 0.490
Cl -3.05250 5.22434 2.53808 0.186 -0.116 -0.027
Cl -0.34779 5.14829 3.61396 -0.101 -0.103 -0.143
C -1.10892 3.78746 1.48463 0.165 -0.050 -0.316
N -0.71837 3.42887 0.46936 0.102 0.211 0.027
O -0.74242 -2.30618 -4.02181 0.175 0.101 0.235
C -1.03284 -1.62768 -3.07437 -0.759 0.061 -0.484
O -0.26404 -1.38220 -2.04325 0.676 -0.374 -0.301
H -2.03260 -1.12993 -3.02604 0.186 -0.101 0.065
C -3.21010 -1.67984 0.18683 -0.906 -0.250 0.285
O -1.94072 -1.17473 -0.13177 -3.731 -1.746 0.859
H -3.92326 -0.85558 0.19661 0.127 0.045 -0.064
H -3.18236 -2.12269 1.18352 0.191 0.013 -0.085
H -3.52149 -2.42250 -0.54830 0.200 0.049 -0.029
```
Forces are in eV/Å.

***

Q: The highest energy belongs to which entry?
A: C9H14Cl2NO3